[1]
68
Properties=species:S:1:pos:R:3 method="wB97M-V/def2-TZVPD" largest_force_ev_per_a=1.8 lumo_ev=0.25 molar_mass_g_mol=636.56
C -3.50 -2.42 3.47
C -2.07 -2.12 3.13
O -1.56 -3.32 2.44
S -1.46 -3.06 0.89
O -2.19 -3.98 0.14
O -0.12 -2.85 0.51
O -2.28 -1.68 0.91
C -1.82 -1.05 2.12
Si -2.34 0.75 2.45
C -1.13 1.82 1.48
C -4.08 1.14 1.83
C -2.31 1.19 4.27
H -4.04 -1.53 3.78
H -3.55 -3.12 4.29
H -4.02 -2.86 2.64
H -1.52 -2.00 4.05
H -0.73 -1.00 2.04
H -1.52 1.88 0.47
H -0.20 1.27 1.47
H -0.98 2.79 1.93
H -4.79 0.95 2.61
H -4.10 2.20 1.66
H -4.34 0.61 0.92
H -1.37 0.99 4.75
H -2.51 2.25 4.31
H -3.12 0.72 4.81
C 4.61 2.71 -2.00
C 4.02 1.82 -0.94
O 3.70 2.56 0.26
C 2.57 3.25 0.25
O 1.80 3.30 -0.67
C 2.36 3.94 1.60
F 3.47 4.56 2.02
F 2.00 3.04 2.55
F 1.39 4.85 1.55
H 5.48 3.24 -1.62
H 4.91 2.12 -2.86
H 3.88 3.46 -2.34
H 4.74 1.07 -0.63
H 3.13 1.30 -1.29
C -0.67 4.01 -2.03
C -1.44 5.25 -2.43
O -1.17 5.62 -3.79
C -1.83 4.95 -4.72
O -2.62 4.07 -4.55
C -1.46 5.49 -6.11
F -0.13 5.64 -6.23
F -2.04 6.69 -6.30
F -1.88 4.66 -7.07
H 0.39 4.15 -2.22
H -0.81 3.78 -0.97
H -0.99 3.14 -2.61
H -1.12 6.10 -1.83
H -2.51 5.12 -2.28
C 0.28 -6.38 -0.38
C 1.49 -6.24 0.50
O 2.49 -7.25 0.20
C 3.26 -7.01 -0.85
O 3.23 -6.05 -1.57
C 4.28 -8.15 -1.01
F 3.68 -9.35 -0.90
F 5.22 -8.06 -0.05
F 4.88 -8.09 -2.20
H -0.14 -7.38 -0.32
H -0.48 -5.66 -0.08
H 0.53 -6.19 -1.43
H 1.23 -6.42 1.54
H 1.94 -5.25 0.43

---

[2]
90
Properties=species:S:1:pos:R:3 method="wB97M-V/def2-TZVPD" total_charge=+1 largest_force_ev_per_a=8.3 lumo_ev=-4.95 molar_mass_g_mol=931.34
C 0.75 1.24 2.54
C -0.42 2.12 2.98
C 0.09 3.59 3.03
C -1.57 2.05 1.98
Si -2.33 0.36 1.66
C -1.11 -0.98 1.13
C -0.86 -2.01 2.22
C 0.46 -2.78 1.95
C 1.42 -2.75 3.12
S 3.06 -2.26 2.60
O 2.99 -1.27 1.57
O 3.84 -3.37 2.27
Cl 3.87 -1.47 4.28
O -3.27 -0.20 2.92
Si -4.90 -0.23 2.56
N -5.83 -1.30 3.51
H 1.69 1.63 2.89
H 0.61 0.22 2.85
H 0.72 1.28 1.46
H -0.70 1.85 3.99
H 0.98 3.66 2.44
H 0.29 3.91 4.03
H -0.64 4.22 2.57
H -2.36 2.67 2.37
H -1.25 2.49 1.05
H -3.25 0.54 0.52
H -0.18 -0.57 0.79
H -1.51 -1.49 0.27
H -1.66 -2.71 2.23
H -0.74 -1.51 3.17
H 0.22 -3.80 1.75
H 0.90 -2.41 1.05
H 1.13 -2.10 3.93
H 1.53 -3.73 3.54
H -5.16 -0.61 1.15
H -5.43 1.16 2.69
H -5.28 -1.77 4.21
H -6.68 -0.91 3.91
Cl -5.43 -0.15 5.92
C -11.52 -1.54 4.57
C -10.49 -1.02 3.60
O -9.44 -0.61 4.45
C -9.50 -1.40 5.58
O -8.65 -1.52 6.38
O -10.71 -2.03 5.63
F -10.94 0.06 2.90
H -12.16 -0.74 4.94
H -12.14 -2.33 4.15
H -10.11 -1.77 2.90
Cs -6.86 1.92 2.03
Na 2.00 -0.11 -0.02
F 3.53 1.95 -1.66
C 4.10 3.05 -2.26
C 5.44 3.28 -2.06
C 6.01 4.39 -2.66
C 5.24 5.24 -3.44
C 3.89 4.98 -3.62
C 3.31 3.87 -3.03
H 6.03 2.62 -1.43
H 7.07 4.60 -2.52
H 5.69 6.10 -3.91
H 3.28 5.64 -4.23
H 2.26 3.64 -3.16
O -2.90 -2.46 -1.07
H -3.20 -2.30 -0.17
H -2.61 -3.39 -1.08
C 6.01 -0.31 -2.37
C 6.45 0.33 -3.68
O 7.34 -0.55 -4.41
C 6.73 -1.53 -5.10
O 5.55 -1.73 -5.15
O 7.69 -2.28 -5.65
C 7.20 -3.45 -6.38
H 6.88 -0.61 -1.77
H 5.41 0.39 -1.79
H 5.40 -1.20 -2.55
H 7.01 1.24 -3.48
H 5.60 0.60 -4.30
H 6.46 -3.15 -7.11
H 6.79 -4.18 -5.69
H 8.06 -3.87 -6.88
B -2.70 -3.86 -4.32
F -1.87 -4.24 -3.23
F -2.20 -4.43 -5.50
F -4.00 -4.31 -4.08
F -2.69 -2.46 -4.43
Li 8.01 -2.47 -3.15
O 2.21 6.32 -5.94
H 2.76 6.65 -6.66
H 1.31 6.38 -6.28

---

[3]
19
Properties=species:S:1:pos:R:3 method="wB97M-V/def2-TZVPD" total_charge=+1 largest_force_ev_per_a=5.3 lumo_ev=-3.28 molar_mass_g_mol=111.17 e_above_lowest_kj_mol=345.85
C 2.78 0.89 -0.03
C -0.38 -0.27 -0.49
C -0.16 -0.73 1.85
C -1.47 1.32 1.15
C 0.31 -0.87 -2.80
C -1.02 -0.07 0.76
N 1.82 0.29 -0.08
N -0.19 -0.65 -1.57
H 3.79 1.40 -0.05
H -0.27 -1.76 1.72
H -0.74 -0.43 2.82
H 0.83 -0.24 1.94
H -1.80 1.14 2.16
H -2.25 1.70 0.58
H -0.65 1.97 1.10
H 1.36 -0.43 -2.97
H -0.24 -0.49 -3.69
H 0.14 -1.97 -3.06
H -1.87 -0.80 0.67

---

[4]
75
Properties=species:S:1:pos:R:3 method="wB97M-V/def2-TZVPD" total_charge=+2 largest_force_ev_per_a=2.5 lumo_ev=-8.46 molar_mass_g_mol=814.69
Ta 15.32 10.60 11.94
S 14.23 8.81 10.92
C 12.80 9.92 11.40
C 11.61 9.25 11.53
C 10.39 9.90 11.82
C 9.18 9.11 11.93
N 8.24 8.46 12.02
C 10.37 11.31 11.95
C 11.59 12.01 11.82
C 12.80 11.36 11.61
S 14.22 12.63 11.70
C 9.15 12.04 12.00
N 8.23 12.75 12.07
H 11.62 8.18 11.39
H 11.62 13.07 11.88
C 18.93 9.50 10.74
P 17.67 10.86 10.83
C 17.05 11.39 9.24
C 16.99 10.45 8.20
C 16.84 10.97 6.92
C 16.68 12.34 6.68
C 16.71 13.23 7.74
C 16.91 12.74 9.01
C 18.68 12.14 11.61
C 19.21 13.25 10.96
C 19.98 14.17 11.69
C 20.13 14.02 13.06
C 19.70 12.85 13.68
C 18.98 11.91 12.96
P 20.00 9.27 9.23
C 21.22 10.56 9.43
C 22.12 10.59 10.48
C 23.07 11.62 10.56
C 23.18 12.60 9.58
C 22.28 12.52 8.49
C 21.29 11.55 8.43
C 21.04 7.81 9.65
C 22.27 7.72 9.00
C 23.14 6.64 9.25
C 22.77 5.66 10.16
C 21.55 5.76 10.79
C 20.68 6.79 10.56
H 18.43 8.55 10.93
H 19.64 9.63 11.59
H 17.12 9.40 8.42
H 16.81 10.30 6.07
H 16.62 12.70 5.64
H 16.60 14.28 7.53
H 16.95 13.39 9.87
H 19.08 13.41 9.90
H 20.55 14.93 11.17
H 20.58 14.82 13.65
H 19.87 12.71 14.76
H 18.65 10.94 13.44
H 22.08 9.80 11.25
H 23.74 11.61 11.42
H 23.92 13.41 9.61
H 22.40 13.25 7.71
H 20.55 11.57 7.64
H 22.56 8.48 8.32
H 24.11 6.60 8.78
H 23.44 4.85 10.43
H 21.28 5.01 11.55
H 19.75 6.84 11.11
C 13.85 10.82 15.61
C 15.16 10.15 15.22
C 16.32 10.92 15.82
O 15.38 10.43 13.77
H 13.66 10.73 16.68
H 12.99 10.44 15.08
H 13.98 11.88 15.38
H 15.23 9.08 15.40
H 16.31 11.94 15.40
H 17.30 10.44 15.62
H 16.18 11.02 16.93